[1]
# C6H24O6

A cluster of 6 separate species, C6H24O6 in total (ωB97M-V with the def2-TZVPD basis set, the OMol25 dataset).

Each line ends with the Löwdin charge.
CARTESIAN COORDINATES (ANGSTROEM)
O1 -15.6980 17.3569 -3.3230  -0.130
O2 -22.4393 18.9973 -6.0702  -0.096
O3 -20.0147 18.4243 -10.8579  -0.112
O4 -13.0263 19.2653 -7.2864  -0.130
O5 -16.2436 18.1184 -6.0167  -0.135
O6 -16.0771 13.4457 -5.7823  -0.124
C1 -20.1038 19.4013 -9.8356  -0.168
C2 -17.4394 17.7041 -6.7128  -0.106
C3 -16.6554 17.9302 -2.4645  -0.170
C4 -16.4277 14.4962 -4.8782  -0.156
C5 -13.0536 18.1865 -8.2177  -0.146
C6 -21.1839 18.5066 -6.4415  -0.201
H1 -15.7986 15.3532 -5.0963  0.062
H2 -20.0605 20.4260 -10.2235  0.083
H3 -12.8001 18.6030 -9.1958  0.077
H4 -17.9923 18.5728 -7.0747  0.065
H5 -15.7818 18.8010 -6.5086  0.071
H6 -16.8234 12.8459 -5.8592  0.068
H7 -18.0376 17.1571 -5.9929  0.070
H8 -17.0069 17.1929 -1.7363  0.073
H9 -16.2321 18.7778 -1.9159  0.073
H10 -14.0453 17.7286 -8.2686  0.066
H11 -16.0046 17.4911 -4.2270  0.013
H12 -12.3296 17.4522 -7.8907  0.081
H13 -17.1865 17.0768 -7.5680  0.086
H14 -17.4724 14.7929 -5.0080  0.073
H15 -19.5806 18.8141 -11.6193  0.073
H16 -22.7649 18.5049 -5.3129  0.080
H17 -16.2464 14.1915 -3.8465  0.080
H18 -20.5031 18.2383 -5.6217  0.072
H19 -19.2501 19.3149 -9.1516  0.059
H20 -20.6000 19.2529 -6.9875  0.057
H21 -13.7109 19.9131 -7.4657  0.063
H22 -17.5324 18.3024 -3.0085  0.074
H23 -21.0400 19.2955 -9.2978  0.067
H24 -21.2361 17.6430 -7.1196  0.085

* ΔE to the lowest compared entry with this formula, charge and spin: 92.3 kcal per mole
* 2S+1: 1
* LUMO: 0.2 eV
* gap between HOMO and LUMO: 10.07 eV



[2]
# C6H24O9

A cluster of 6 separate species, C6H24O9 in total (ωB97M-V with the def2-TZVPD basis set, the OMol25 dataset).

Each line ends with the Löwdin charge.
CARTESIAN COORDINATES (ANGSTROEM)
O1 4.8147 0.0843 -0.5209  -0.065
O2 -1.0031 -0.0481 3.7494  -0.038
O3 -3.0136 -0.8848 -0.2511  -0.089
O4 -0.0718 3.7914 -0.6207  -0.053
O5 -2.0960 -3.6495 0.3922  -0.062
O6 2.5123 -2.8742 0.8751  -0.059
O7 -1.4220 3.7079 -3.2064  -0.064
O8 1.9590 -0.0044 -0.2199  -0.081
O9 -0.4649 -1.1842 1.0085  -0.043
C1 4.1877 0.6006 0.6606  -0.239
C2 -1.6890 2.7802 -2.1529  -0.234
C3 -0.5318 2.5906 -1.1981  -0.269
C4 -3.7701 -2.0785 -0.2949  -0.256
C5 2.7650 0.9947 0.3548  -0.238
C6 -2.8981 -3.2852 -0.7053  -0.253
H1 2.1983 -2.0631 0.4532  -0.008
H2 -0.2786 0.0342 4.3790  0.051
H3 4.2991 -0.2000 1.3996  0.121
H4 -2.5305 3.2169 -1.6026  0.122
H5 -2.4041 -3.0094 -1.6422  0.118
H6 0.0937 -0.5934 0.4867  0.026
H7 -2.0079 1.8308 -2.5796  0.122
H8 -0.4326 -0.8379 1.9122  0.029
H9 2.8870 1.8330 -0.3423  0.127
H10 -3.5354 -4.1337 -0.9632  0.111
H11 -0.8332 1.8967 -0.4021  0.115
H12 -1.2687 -3.1539 0.4162  0.059
H13 -1.4960 0.7759 3.8257  0.052
H14 -1.6587 4.5724 -2.8659  0.079
H15 -2.2301 -1.0483 0.2984  0.029
H16 0.3875 3.5520 0.1864  0.074
H17 3.1364 -3.2527 0.2481  0.033
H18 4.7153 1.4658 1.0737  0.120
H19 -4.2470 -2.2945 0.6647  0.113
H20 -4.5826 -1.9236 -1.0098  0.112
H21 5.6304 -0.3606 -0.2859  0.086
H22 0.2744 2.0403 -1.7051  0.111
H23 2.2910 1.3315 1.2753  0.128
H24 2.3136 -0.2192 -1.0909  0.110

* ΔE to the lowest compared entry with this formula, charge and spin: 23.0 kcal per mole
* 2S+1: 1
* LUMO: 0.0 eV
* gap between HOMO and LUMO: 9.23 eV



[3]
# C6H25BeFeN12O7

A structure of composition C6H25BeFeN12O7 (ωB97M-V with the def2-TZVPD basis set, the OMol25 dataset).

Each line ends with the Löwdin charge.
CARTESIAN COORDINATES (ANGSTROEM)
Fe1 -0.2901 -1.2570 0.2211  0.886
O1 -1.4060 -1.5236 -1.4708  0.029
O2 1.1374 -2.3742 -0.7980  -0.016
O3 0.4874 0.4476 -0.4069  -0.351
O4 1.0054 -1.3863 1.8531  0.012
O5 2.6152 3.3000 -0.9364  0.044
O6 -1.8116 2.0163 -1.3934  -0.006
O7 -1.6912 -0.4187 1.5210  -0.007
N1 -3.2015 0.8819 2.5452  0.202
N2 3.0900 1.5517 0.3449  0.192
N3 -3.0959 3.8568 -1.0759  0.207
N4 -3.7752 1.9050 -0.4129  0.195
N5 2.5185 -3.9084 -1.0799  0.229
N6 2.4367 -2.3785 -2.6438  0.214
N7 -2.9285 -1.0812 3.2630  0.205
N8 3.1146 -1.0141 2.4358  0.216
N9 -1.9229 -2.6321 -3.2278  0.202
N10 -2.6314 -0.5971 -3.0832  0.214
N11 4.4366 3.1290 0.2368  0.245
N12 1.5727 -0.0678 3.4410  0.223
C1 -2.5798 -0.2192 2.3195  -0.714
C2 3.3394 2.6903 -0.1710  -0.781
C3 1.9986 -2.8483 -1.4867  -0.757
C4 -2.7796 2.5768 -0.9359  -0.721
C5 1.8606 -0.9098 2.5467  -0.804
C6 -1.8941 -1.5156 -2.5310  -0.751
Be1 0.6216 2.2804 -1.8978  1.192
H1 -3.4652 -0.6627 4.0092  0.136
H2 3.6314 1.2024 1.1227  0.111
H3 4.7547 4.0543 -0.0135  0.167
H4 2.0641 -1.5323 -3.0503  0.124
H5 -1.4101 -3.4268 -2.8733  0.136
H6 3.7659 -0.4309 2.9415  0.142
H7 2.2603 0.2365 4.1153  0.146
H8 -2.4435 4.3837 -1.6389  0.128
H9 -2.7942 0.2596 -2.5736  0.092
H10 2.4380 0.8405 0.0464  0.076
H11 2.0922 -4.3550 -0.2806  0.159
H12 -3.9452 4.3079 -0.7670  0.140
H13 -4.0180 0.7974 3.1338  0.143
H14 3.3061 -2.7638 -2.9841  0.130
H15 -2.1811 -2.6048 -4.2038  0.131
H16 -3.2484 -0.9921 -3.7785  0.138
H17 4.8714 2.5332 0.9268  0.148
H18 3.4387 -1.8214 1.9226  0.150
H19 -2.3990 -1.9334 3.1465  0.139
H20 -3.5906 0.9120 -0.4151  0.120
H21 0.6102 0.8601 0.4702  -0.005
H22 -4.6694 2.2925 -0.1479  0.147
H23 -3.0068 1.6307 1.8960  0.114
H24 3.1338 -4.3075 -1.7743  0.145
H25 0.5778 0.0162 3.5935  0.142

* net charge: +3
* expectation value of S²: 6.018
* 2S+1: 5
* LUMO (spin up / spin down): -11.9 / -11.9 eV
* gap between HOMO and LUMO (spin up / spin down): 6.02 / 4.58 eV



[4]
# C6H25N2O7

A cluster of 8 separate species, C6H25N2O7 in total (ωB97M-V with the def2-TZVPD basis set, the OMol25 dataset).

Each line ends with the Löwdin charge.
CARTESIAN COORDINATES (ANGSTROEM)
O1 3.9411 -0.5706 -1.1397  -0.057
O2 1.8780 -2.5233 0.1583  -0.054
O3 4.4914 2.1728 -1.2608  -0.091
O4 0.5063 -1.7880 2.5672  -0.051
O5 -1.4823 0.3869 2.9117  -0.065
O6 -4.1342 0.7298 2.4913  -0.058
O7 -0.0060 4.7389 -0.6371  -0.044
N1 0.7507 0.0562 0.6232  0.148
N2 0.0913 2.1019 0.3709  0.090
C1 -0.4042 0.0228 -0.2076  -0.167
C2 -1.0827 -1.2596 -0.5051  -0.142
C3 -2.1528 -2.5910 -2.4008  -0.101
C4 -0.7065 1.3573 -0.4270  -0.007
C5 -1.3631 -1.3162 -2.0453  -0.234
C6 0.9711 1.3086 0.9832  -0.074
H1 -4.0185 1.4743 1.8650  0.065
H2 0.3780 3.1012 0.4133  0.149
H3 1.1546 -0.7490 1.1091  0.104
H4 4.2764 1.2234 -1.2889  -0.032
H5 3.7993 -1.3449 -1.7037  0.059
H6 -2.7087 -2.7946 -1.4591  0.074
H7 -1.9789 -1.4037 0.1180  0.128
H8 0.2030 4.7562 -1.5850  0.073
H9 4.8341 -0.7877 -0.8282  0.071
H10 -1.8698 -0.4596 -2.4642  0.093
H11 -0.5287 -2.1192 -0.1721  0.094
H12 1.8942 -3.2217 -0.5018  0.059
H13 1.2447 -1.8329 3.1888  0.079
H14 1.7344 1.5065 1.7525  0.177
H15 -4.9270 0.4310 2.0243  0.063
H16 -2.9929 -2.4921 -3.1028  0.073
H17 -1.4268 1.3249 3.1325  0.054
H18 4.8814 2.1886 -2.1566  0.046
H19 -1.4831 -3.4053 -2.7449  0.083
H20 -0.3420 -1.2868 -2.5379  0.127
H21 1.4189 -2.8981 0.9194  0.028
H22 -2.4142 0.2844 3.2167  0.041
H23 -0.9318 4.9612 -0.5205  0.055
H24 -0.0771 -1.0842 2.8993  0.028
H25 -1.4174 1.8017 -1.0556  0.119

* net charge: +1
* ΔE to the lowest compared entry with this formula, charge and spin: 13.0 kcal per mole
* 2S+1: 1
* LUMO: -2.5 eV
* gap between HOMO and LUMO: 10.10 eV



[5]
# C6H25NO7

A cluster of 7 separate species, C6H25NO7 in total (ωB97M-V with the def2-TZVPD basis set, the OMol25 dataset).

Each line ends with the Löwdin charge.
CARTESIAN COORDINATES (ANGSTROEM)
O1 0.7623 0.2416 2.8081  -0.068
O2 -1.7469 -3.2934 -1.5318  -0.061
O3 -1.0298 -1.7590 1.5175  -0.059
O4 -3.3350 0.8311 -0.7417  -0.031
O5 -3.2326 -3.4474 1.9535  -0.052
O6 3.2091 0.9325 1.8859  -0.037
O7 2.2718 1.1713 -0.7959  0.299
N1 0.1109 0.7070 -1.1827  0.200
C1 0.0372 3.1693 -1.7203  -0.021
C2 1.9857 -2.1236 -0.7094  -0.028
C3 1.8790 -0.9467 -1.6711  -0.086
C4 1.3605 0.3838 -1.1836  -0.354
C5 -0.3133 2.4121 0.6663  -0.018
C6 -0.4510 2.0467 -0.7897  -0.360
H1 4.1092 1.1220 1.6328  0.063
H2 -1.4606 1.8159 -1.1115  0.091
H3 2.8468 -0.8354 -2.1648  0.141
H4 -2.5253 -3.6703 -1.9608  0.049
H5 0.9065 3.6580 -1.2731  0.088
H6 1.4283 -2.0814 0.2284  0.077
H7 -2.1048 -2.8642 -0.7514  -0.002
H8 -0.6158 0.0109 -1.3227  0.181
H9 0.3854 2.8736 -2.7094  0.091
H10 -0.7674 3.3569 0.9047  0.104
H11 -0.7972 1.6248 1.2519  0.078
H12 1.2607 -1.1512 -2.5432  0.145
H13 -0.6730 -2.4290 2.1132  0.066
H14 2.5422 0.9073 1.2033  -0.013
H15 -3.3109 1.6332 -1.2714  0.045
H16 -2.7096 0.9665 -0.0269  0.016
H17 1.6162 -3.0227 -1.1791  0.097
H18 0.6963 2.4125 1.0111  0.069
H19 2.9916 -2.2222 -0.4192  0.071
H20 -2.3717 -3.0564 1.7479  -0.027
H21 -3.8135 -2.8510 1.4732  0.035
H22 1.5994 0.6828 3.0409  0.039
H23 0.5156 -0.0874 3.6847  0.073
H24 -0.4734 -0.9966 1.7365  0.001
H25 -0.7831 3.8779 -1.8004  0.096

* net charge: +1
* expectation value of S²: 0.755
* ΔE to the lowest compared entry with this formula, charge and spin: 10.5 kcal per mole
* 2S+1: 2
* LUMO (spin up / spin down): -3.6 / -8.4 eV
* gap between HOMO and LUMO (spin up / spin down): 9.87 / 5.00 eV



[6]
# C6H25NO8

A cluster of 9 separate species, C6H25NO8 in total (ωB97M-V with the def2-TZVPD basis set, the OMol25 dataset).

Each line ends with the Löwdin charge.
CARTESIAN COORDINATES (ANGSTROEM)
O1 1.0533 -2.6565 2.1561  -0.037
O2 -1.9375 4.4120 0.7347  -0.047
O3 -2.6666 0.3007 3.1624  -0.054
O4 -1.2233 -3.0618 -0.1286  -0.085
O5 -2.1437 -1.1447 1.0999  -0.069
O6 1.4323 1.1305 2.7910  -0.051
O7 -2.8346 2.8123 -2.1251  -0.054
O8 -3.1161 -0.1094 -1.3573  -0.047
N1 3.4075 0.9659 -0.5623  0.018
C1 3.5975 -0.3760 -0.6140  -0.107
C2 0.2446 -0.2199 -2.0760  -0.048
C3 2.1425 1.2327 -1.0663  -0.089
C4 1.6130 0.0751 -1.5584  -0.237
C5 2.5420 -0.9981 -1.2146  -0.238
C6 2.3891 -2.4649 -1.3154  -0.056
H1 1.9278 2.2850 -1.1714  0.113
H2 -2.6557 1.2233 3.4394  0.046
H3 -1.5080 -0.4350 1.1850  0.059
H4 0.2526 -0.2008 -3.1774  0.087
H5 -1.7936 3.7189 1.3911  0.024
H6 -0.5295 0.4712 -1.7544  0.054
H7 1.2489 0.3964 3.3734  0.031
H8 1.4373 -2.7697 -1.7710  0.069
H9 1.8464 -2.4608 1.6521  0.019
H10 0.3517 -2.7403 1.5243  -0.017
H11 -2.3962 3.8667 0.0805  0.006
H12 -3.1139 1.8889 -2.1241  0.000
H13 -0.9987 -2.1209 0.0522  0.006
H14 0.7638 1.4705 2.2047  0.010
H15 -2.0649 2.8049 -1.5476  0.010
H16 -3.6816 -0.5475 -1.9970  0.058
H17 2.3286 -2.9904 -0.3524  0.063
H18 4.5472 -0.7564 -0.2675  0.121
H19 0.0366 -1.2774 -1.9053  0.050
H20 -2.3075 -1.6469 1.8986  0.074
H21 3.9956 1.6195 -0.0838  0.142
H22 -2.1218 -3.0106 -0.4608  0.032
H23 -3.4184 0.2826 2.5616  0.038
H24 3.1074 -3.0936 -1.8387  0.076
H25 -3.4513 -0.2490 -0.4666  0.028

* ΔE to the lowest compared entry with this formula, charge and spin: 41.1 kcal per mole
* 2S+1: 1
* LUMO: -0.4 eV
* gap between HOMO and LUMO: 7.71 eV